Arrangement a

The molecule C3H3NO2. Source: the Open Molecules 2025 dataset; level of theory: ωB97M-V with the def2-TZVPD basis set.

Summary:
Orbital gap = 10.28 eV
Structure (SMILES) = O=c1cc[nH]o1
Lowest unoccupied orbital energy = 0.41 eV
Multiplicity = 1

Last column: natural (NBO) charge in e.
Atoms and positions in Å:
H1 1.050 1.861 0.312  0.29
C1 0.342 0.927 -0.063  -0.38
C2 -0.910 0.447 -0.100  0.00
O1 0.400 -1.407 0.121  -0.34
H2 -1.492 -1.328 0.466  0.38
O2 2.332 -0.291 -0.246  -0.58
N1 -0.923 -0.889 -0.415  -0.27
H3 -1.910 0.940 -0.043  0.23
C3 1.112 -0.258 -0.032  0.68

=====

Arrangement b

The molecule C3H3NO2. Source: the Open Molecules 2025 dataset; level of theory: ωB97M-V with the def2-TZVPD basis set.

Summary:
Orbital gap = 10.48 eV
Structure (SMILES) = N#CC(=O)CO
Lowest unoccupied orbital energy = -0.65 eV
Multiplicity = 1

Last column: natural (NBO) charge in e.
Atoms and positions in Å:
O1 -1.768 -0.145 1.112  -0.44
H1 -0.734 -0.955 -1.387  0.22
H2 1.827 -0.203 -0.343  0.48
H3 0.104 -1.711 -0.074  0.20
C1 -0.792 0.116 0.448  0.50
O2 1.200 -0.241 -1.095  -0.68
C2 -0.056 1.439 0.698  0.12
C3 -0.029 -0.752 -0.612  -0.16
N1 0.248 2.453 1.253  -0.24

=====

Which of them is most stable? Easy: arrangement b.

=====

Arrangement a

The molecule C3H3NO2. Source: the Open Molecules 2025 dataset; level of theory: ωB97M-V with the def2-TZVPD basis set.

Summary:
Orbital gap = 7.72 eV
Lowest unoccupied orbital energy = 0.22 eV
Multiplicity = 1

Last column: natural (NBO) charge in e.
Atoms and positions in Å:
H1 -1.521 -2.118 -0.074  0.19
H2 2.061 -0.262 0.259  0.20
O1 -1.627 -0.062 0.019  -0.45
N1 -0.862 1.455 -0.080  -0.15
C1 -0.862 -1.160 -0.002  0.65
C2 0.387 1.206 0.008  -0.05
H3 0.900 2.071 0.036  0.23
O2 0.388 -1.149 -0.060  -0.39
C3 1.134 0.019 -0.105  -0.24

=====

Arrangement b

The molecule C3H3NO2. Source: the Open Molecules 2025 dataset; level of theory: ωB97M-V with the def2-TZVPD basis set.

Summary:
Orbital gap = 10.33 eV
Structure (SMILES) = O=C[C@@H]1N=C1O
Lowest unoccupied orbital energy = 0.31 eV
Multiplicity = 1

Last column: natural (NBO) charge in e.
Atoms and positions in Å:
H1 -0.309 1.369 -0.691  0.20
C1 1.007 -0.151 0.045  0.51
O1 -1.975 -1.226 0.207  -0.49
C2 -1.624 -0.076 0.286  0.40
O2 2.181 0.145 0.571  -0.63
H2 -2.323 0.719 0.613  0.12
C3 -0.291 0.385 -0.208  -0.27
H3 2.837 -0.356 0.058  0.50
N1 0.498 -0.809 -0.883  -0.34

=====

Which of them is most stable? Easy: arrangement b.

=====

Arrangement a

The ion C4H12NO2 with charge +1. Source: the Open Molecules 2025 dataset; level of theory: ωB97M-V with the def2-TZVPD basis set.

Summary:
Orbital gap = 12.57 eV
Charge = +1
Structure (SMILES) = C[N+](C)(C)C(O)O
Lowest unoccupied orbital energy = -3.15 eV
Multiplicity = 1

Last column: natural (NBO) charge in e.
Atoms and positions in Å:
H1 1.550 -1.503 -0.265  0.25
H2 1.507 1.954 0.162  0.26
H3 -0.133 -1.951 0.047  0.19
C1 -1.224 0.140 0.387  0.55
C2 0.407 0.171 -1.443  -0.44
H4 -0.039 1.153 -1.669  0.24
C3 0.704 -1.337 0.451  -0.41
H5 -1.214 -0.071 1.656  0.17
O1 -1.607 1.448 0.230  -0.68
H6 0.756 -1.552 1.518  0.26
C4 1.102 1.045 0.816  -0.43
H7 0.571 1.388 1.691  0.25
H8 1.541 0.217 -1.658  0.25
H9 2.070 0.505 1.123  0.24
H10 -2.262 1.325 -0.522  0.51
H11 -0.140 -0.642 -1.956  0.25
O2 -1.960 -0.690 -0.413  -0.71
N1 0.252 0.086 0.039  -0.27
H12 -1.881 -1.686 -0.192  0.52

=====

Arrangement b

A cluster of 2 separate species, C4H12NO2 in total. Source: the Open Molecules 2025 dataset; level of theory: ωB97M-V with the def2-TZVPD basis set.

Summary:
Orbital gap = 11.02 eV
Charge = +1
Lowest unoccupied orbital energy = -3.83 eV
Multiplicity = 1

Last column: natural (NBO) charge in e.
Atoms and positions in Å:
C1 -0.241 -0.073 -1.815  -0.59
O1 -1.575 -2.276 0.186  -0.99
H1 -0.182 1.411 2.255  0.25
H2 1.974 2.558 0.825  0.17
H3 0.928 -1.458 -0.423  0.24
H4 1.316 0.346 2.044  0.25
H5 1.607 0.149 -0.523  0.22
H6 0.411 0.285 -2.709  0.26
H7 -0.983 0.547 -1.399  0.20
C2 0.514 1.038 1.551  -0.31
H8 -0.732 -1.001 -2.068  0.22
H9 -1.197 -2.990 0.721  0.49
H10 -2.018 -2.782 -0.592  0.51
N1 -0.214 0.052 0.517  -0.51
H11 -0.530 -0.789 1.005  0.47
O2 0.310 2.505 -0.209  -0.48
C3 0.973 2.238 0.760  0.40
C4 0.661 -0.405 -0.535  -0.24
H12 -1.022 0.646 0.408  0.45

=====

Arrangement c

A cluster of 2 separate species, C4H12NO2 in total. Source: the Open Molecules 2025 dataset; level of theory: ωB97M-V with the def2-TZVPD basis set.

Summary:
Orbital gap = 10.71 eV
Charge = +1
Lowest unoccupied orbital energy = -3.67 eV
Multiplicity = 1

Last column: natural (NBO) charge in e.
Atoms and positions in Å:
C1 0.052 -1.976 0.328  -0.43
H1 0.462 0.845 -0.975  0.46
H2 -0.548 -0.160 1.425  0.25
H3 2.061 -0.527 1.664  0.16
H4 0.972 -2.362 0.794  0.23
H5 0.516 -3.377 -1.211  0.26
C2 0.083 -0.465 0.603  -0.15
C3 1.439 0.122 1.018  0.43
H6 -1.270 5.094 1.190  0.48
H7 -1.019 1.113 -0.310  0.46
H8 -0.874 -0.180 -1.258  0.45
H9 0.192 -1.826 -1.979  0.21
H10 -1.043 -2.897 -1.258  0.24
O1 1.764 1.197 0.611  -0.49
N1 -0.355 0.380 -0.571  -0.68
H11 -0.515 5.212 -0.189  0.48
H12 -0.747 -2.415 0.911  0.24
O2 -1.110 4.674 0.340  -0.97
C4 -0.060 -2.452 -1.133  -0.67

=====

Which of them is most stable? Easy: arrangement c.

=====

Arrangement a

A cluster of 3 separate species, C4H12NO2 in total. Source: the Open Molecules 2025 dataset; level of theory: ωB97M-V with the def2-TZVPD basis set.

Summary:
Orbital gap = 8.54 eV
Charge = +1
Lowest unoccupied orbital energy = -4.86 eV
Multiplicity = 1

Last column: natural (NBO) charge in e.
Atoms and positions in Å:
H1 -1.401 -0.378 1.469  0.22
H2 0.902 1.597 1.884  0.23
H3 3.227 -0.384 -1.828  0.51
O1 -0.703 -0.801 -2.637  -0.95
H4 -0.675 3.293 2.303  0.25
H5 -1.838 1.959 2.660  0.24
H6 -1.604 -0.824 -3.009  0.49
C1 0.204 -1.960 0.205  0.11
H7 -0.446 -1.727 -2.783  0.47
N1 0.381 -0.691 0.315  -0.41
H8 -0.686 -2.346 0.690  0.21
H9 -1.689 2.607 1.051  0.25
H10 0.838 -2.564 -0.429  0.23
H11 0.902 -0.316 -0.500  0.49
O2 2.281 -0.436 -1.665  -0.97
C2 -1.109 2.361 1.939  -0.67
C3 -0.112 1.268 1.663  -0.06
C4 -0.429 0.047 1.220  -0.13
H12 1.956 -0.705 -2.550  0.50

=====

Arrangement b

A cluster of 2 separate species, C4H12NO2 in total. Source: the Open Molecules 2025 dataset; level of theory: ωB97M-V with the def2-TZVPD basis set.

Summary:
Orbital gap = 11.34 eV
Charge = +1
Lowest unoccupied orbital energy = -3.66 eV
Multiplicity = 1

Last column: natural (NBO) charge in e.
Atoms and positions in Å:
C1 -2.245 0.443 1.234  -0.64
C2 -1.928 0.081 -0.170  -0.20
H1 -0.343 -1.037 -0.920  0.45
H2 -2.169 0.867 -0.895  0.23
H3 1.144 1.024 0.336  0.27
H4 -3.312 0.794 1.120  0.27
O1 1.149 -0.156 2.391  -0.96
C3 1.641 0.115 -1.527  0.41
H5 2.656 0.622 -1.450  0.17
O2 1.288 -0.842 -2.183  -0.48
H6 -1.545 1.192 1.721  0.23
H7 -2.486 -0.862 -0.479  0.23
H8 -1.953 -0.543 1.683  0.21
N1 -0.418 -0.292 -0.257  -0.54
H9 1.541 -1.009 2.277  0.48
H10 0.822 -0.196 3.307  0.50
H11 0.126 1.628 -0.787  0.27
C4 0.704 0.732 -0.609  -0.35
H12 -0.079 -0.684 0.657  0.45

=====

Arrangement c

A cluster of 3 separate species, C4H12NO2 in total. Source: the Open Molecules 2025 dataset; level of theory: ωB97M-V with the def2-TZVPD basis set.

Summary:
Orbital gap = 9.27 eV
Charge = +1
Lowest unoccupied orbital energy = -5.23 eV
Multiplicity = 1

Last column: natural (NBO) charge in e.
Atoms and positions in Å:
H1 0.007 -0.711 0.994  0.49
N1 -0.708 -0.157 0.489  -0.42
H2 -0.487 -1.772 -2.398  0.23
O1 2.254 0.531 0.556  -0.95
H3 -1.233 0.973 2.142  0.24
H4 1.695 -0.555 1.973  0.50
C1 -1.143 0.851 -1.785  -0.69
C2 -1.134 0.903 1.067  0.07
C3 -0.453 -1.539 -1.362  -0.28
H5 1.759 -1.888 2.749  0.51
H6 -1.021 0.536 -2.818  0.27
H7 -0.450 1.672 -1.617  0.23
H8 1.495 1.124 0.590  0.46
C4 -0.731 -0.307 -0.949  0.11
H9 -2.193 1.150 -1.767  0.25
H10 -0.148 -2.279 -0.649  0.22
H11 -1.541 1.731 0.498  0.22
O2 1.164 -1.303 2.270  -0.99
H12 2.870 1.041 0.018  0.51

=====

Which of them is most stable? Easy: arrangement c.

=====

Arrangement a

The molecule C3H7NOS2. Source: the Open Molecules 2025 dataset; level of theory: ωB97M-V with the def2-TZVPD basis set.

Summary:
Orbital gap (alpha / beta) = 7.81 / 7.81 eV
Lowest unoccupied orbital energy (alpha / beta) = -0.18 / -0.18 eV
Multiplicity = 1

Last column: natural (NBO) charge in e.
Atoms and positions in Å:
C1 0.676 1.257 -0.986  -0.50
H1 0.093 0.182 1.664  0.23
O1 2.107 1.357 1.131  -0.97
C2 1.018 -1.111 0.253  -0.53
H2 1.721 -1.671 0.870  0.24
C3 -0.176 -0.606 0.886  -0.31
H3 0.495 1.336 -1.987  0.22
H4 0.948 -1.342 -0.820  0.23
H5 0.420 2.079 -0.401  0.23
S1 -2.175 1.063 0.399  0.23
N1 -0.976 0.136 -0.217  -0.63
H6 -0.897 -1.365 1.321  0.25
S2 2.012 0.534 -0.099  1.20
H7 -3.076 1.176 -0.747  0.12

=====

Arrangement b

A structure of composition C3H7NOS2. Source: the Open Molecules 2025 dataset; level of theory: ωB97M-V with the def2-TZVPD basis set.

Summary:
Orbital gap = 6.19 eV
Lowest unoccupied orbital energy = -0.67 eV
Multiplicity = 1

Last column: natural (NBO) charge in e.
Atoms and positions in Å:
C1 -2.365 -0.704 0.678  -0.67
H1 0.832 2.792 -0.175  0.13
C2 1.375 -0.261 0.763  0.45
H2 0.956 0.083 -1.205  0.42
N1 0.856 0.477 -0.277  -0.81
S1 -0.116 1.848 -0.068  0.22
H3 -2.813 -1.439 0.005  0.23
H4 -2.375 -1.098 1.700  0.23
C3 -0.967 -0.370 0.275  -0.40
H5 -0.474 0.362 0.921  0.16
O1 1.991 -1.288 0.605  -0.57
S2 -0.165 -0.981 -0.986  0.25
H6 1.168 0.196 1.746  0.15
H7 -2.972 0.205 0.687  0.22

=====

Which of them is most stable? Easy: arrangement a.

=====

Arrangement a

A cluster of 2 separate species, C3H7NOS2 in total. Source: the Open Molecules 2025 dataset; level of theory: ωB97M-V with the def2-TZVPD basis set.

Summary:
Orbital gap = 9.15 eV
Lowest unoccupied orbital energy = 0.61 eV
Multiplicity = 1

Last column: natural (NBO) charge in e.
Atoms and positions in Å:
S1 -0.211 -0.042 -1.967  0.38
H1 -2.258 -0.151 -1.051  0.38
S2 -1.432 0.894 0.595  0.37
C1 -0.391 -0.001 1.804  -0.73
H2 0.738 0.106 1.487  0.24
O1 0.862 2.894 -0.462  -0.52
H3 -0.623 0.755 2.564  0.22
C2 0.810 2.033 0.288  0.42
H4 1.687 -0.668 -0.582  0.21
H5 1.559 -1.615 -2.113  0.23
H6 -0.825 -0.844 2.107  0.21
N1 -1.325 -0.310 -0.739  -0.91
C3 1.018 -1.197 -1.291  -0.76
H7 0.391 -1.855 -0.641  0.24

=====

Arrangement b

The molecule C3H7NOS2. Source: the Open Molecules 2025 dataset; level of theory: ωB97M-V with the def2-TZVPD basis set.

Summary:
Orbital gap = 9.08 eV
Structure (SMILES) = COCSNC=S
Lowest unoccupied orbital energy = 0.53 eV
Multiplicity = 1

Last column: natural (NBO) charge in e.
Atoms and positions in Å:
H1 1.524 1.087 0.903  0.19
H2 0.092 0.372 1.752  0.22
C1 2.211 -0.841 -0.494  -0.26
H3 2.301 -1.912 -0.782  0.21
H4 3.141 -0.622 0.040  0.17
H5 -2.810 1.371 0.709  0.19
C2 -2.796 0.446 0.101  -0.07
H6 -1.454 -0.495 -1.083  0.41
S1 -0.337 1.349 -0.356  0.38
O1 1.053 -0.822 0.262  -0.53
H7 2.142 -0.121 -1.296  0.18
S2 -4.109 -0.527 -0.046  -0.13
N1 -1.632 0.308 -0.532  -0.73
C3 0.673 0.409 0.823  -0.21

=====

Which of them is most stable? Easy: arrangement b.